*a*
C5H9N3 | ωB97M-V/def2-TZVPD

ORCA input file:
```
! RIJCOSX wB97M-V def2-TZVPD def2/J DEFGRID3
* xyz 0 1
C -1.598 1.260 -0.063
H 3.741 0.301 -0.783
C 2.766 -0.188 -0.799
C 0.502 -0.649 0.352
H 2.986 -1.244 -0.644
C -2.506 -1.008 0.272
N -2.363 2.167 -0.334
H -3.381 -0.647 0.811
N 0.377 -1.726 0.805
H -2.018 -1.684 0.973
C 1.816 0.340 0.273
H -2.447 3.074 0.092
H 1.732 1.430 0.239
H 2.355 -0.044 -1.799
H -2.778 -1.555 -0.629
H 2.304 0.170 1.239
N -1.489 0.004 -0.005
*
```

***

*b*
C5H9N3 | ωB97M-V/def2-TZVPD

ORCA input file:
```
! RIJCOSX wB97M-V def2-TZVPD def2/J DEFGRID3
* xyz 0 1
H -0.835 1.136 1.652
H -1.089 -1.420 -3.120
H 1.764 -1.110 0.803
H 2.159 1.017 1.620
N -0.784 -0.733 -2.408
N -1.271 0.138 -0.391
C 0.777 -0.642 0.950
C -0.130 -0.586 -0.265
H 0.989 1.429 0.482
H 0.153 -1.287 1.803
H -0.006 2.262 2.466
C 0.193 -1.231 -1.463
H -2.350 0.754 -2.220
H 0.969 -1.947 -1.712
N 0.031 1.268 2.270
C -1.638 0.110 -1.750
C 1.065 0.840 1.286
*
```

***

The data favor *b*; the next most stable structure lies 231.2 kJ/mol above it.

***

*a*
C5H9N3 | ωB97M-V/def2-TZVPD

ORCA input file:
```
! RIJCOSX wB97M-V def2-TZVPD def2/J DEFGRID3
* xyz 0 1
H 1.931 1.323 0.806
H 0.225 1.071 -1.728
C -2.235 -0.606 0.166
H -0.602 -2.562 -0.537
H 0.359 2.415 -0.864
H 2.781 -0.579 -0.019
N -0.227 1.587 -0.975
C -0.087 -1.631 -0.311
H -2.871 0.257 0.372
C -0.191 0.844 0.269
H -2.817 -1.495 -0.093
N 1.801 -0.430 -0.208
N 1.160 -1.623 -0.454
H 1.145 0.008 1.739
C -0.916 -0.488 0.070
C 1.239 0.466 0.732
H -0.694 1.443 1.034
*
```

***

*b*
C5H9N3 | ωB97M-V/def2-TZVPD

ORCA input file:
```
! RIJCOSX wB97M-V def2-TZVPD def2/J DEFGRID3
* xyz 0 1
N -2.761 -0.262 1.318
H -2.482 1.518 1.809
H 1.660 1.740 0.517
C -0.692 1.164 1.003
H 0.801 -1.408 -1.214
C 1.323 0.869 -0.050
H -1.308 -1.215 0.231
C 1.768 -1.035 -1.554
N -1.820 0.788 1.630
H 3.093 0.673 -1.139
H -3.227 -1.801 0.259
C 2.050 0.269 -0.985
N 0.105 0.461 0.285
H -0.381 2.191 1.235
H 1.724 -1.031 -2.635
H 2.524 -1.754 -1.217
C -2.377 -1.167 0.506
*
```

***

*c*
C5H9N3 | ωB97M-V/def2-TZVPD

ORCA input file:
```
! RIJCOSX wB97M-V def2-TZVPD def2/J DEFGRID3
* xyz 0 1
C 1.363 -0.466 -0.908
H -0.497 -1.637 -0.768
H -0.262 -0.280 1.788
H 1.366 -1.295 1.469
H 2.489 -1.033 -0.985
H 0.610 1.956 -0.581
H -2.383 1.404 0.053
H 1.448 0.109 -1.869
C -1.867 0.493 -0.225
C 0.066 -0.870 -0.482
H 2.141 0.936 1.103
C 0.568 -0.647 1.055
N 0.199 1.390 0.104
N -0.591 0.403 -0.570
C 1.363 0.412 0.429
N -2.485 -0.600 0.095
H -3.529 -0.275 0.291
*
```

***

*d*
C5H9N3 | ωB97M-V/def2-TZVPD

ORCA input file:
```
! RIJCOSX wB97M-V def2-TZVPD def2/J DEFGRID3
* xyz 0 1
C -0.574 -0.434 -0.053
H -1.130 1.743 0.433
N 0.480 -0.979 -0.629
C -0.281 1.048 0.096
C 2.598 -0.424 0.635
H 1.971 -0.942 1.543
H -2.876 0.666 -0.875
C 0.964 1.280 -0.144
H 3.033 0.840 0.812
H 3.293 -1.248 0.060
H 1.470 2.162 -0.197
C 1.614 -0.075 -0.409
N -1.782 -0.752 0.205
H -3.719 -0.131 0.499
N -2.716 0.329 0.138
H 2.280 0.123 -1.266
H -2.119 -1.764 0.245
*
```

***

The data favor *a*; the next most stable structure lies 118.3 kJ/mol above it.

***

*a*
C5H5NO | ωB97M-V/def2-TZVPD

ORCA input file:
```
! RIJCOSX wB97M-V def2-TZVPD def2/J DEFGRID3
* xyz 0 1
C -1.012 -0.065 -1.607
H -0.201 -0.350 2.103
C 0.515 0.348 1.673
C 0.627 0.376 0.182
H 1.632 -1.191 0.959
C -1.553 0.584 -2.437
H -2.305 0.110 -3.105
C -0.234 -0.597 -0.543
H 0.840 1.316 -0.321
O -0.285 -1.778 -0.249
N 1.695 -0.171 1.010
H 0.650 1.281 2.216
*
```

***

*b*
C5H5NO | ωB97M-V/def2-TZVPD

ORCA input file:
```
! RIJCOSX wB97M-V def2-TZVPD def2/J DEFGRID3
* xyz 0 1
H -0.252 1.571 -0.721
H -0.907 -1.442 -0.454
H -2.412 0.070 0.446
C -0.850 0.706 -0.416
H -0.355 -0.673 -1.932
N -1.933 0.941 0.198
C 1.644 -0.190 0.716
C -0.275 -0.626 -0.838
H 1.835 -1.462 -0.916
C 1.160 -0.802 -0.362
O 1.097 1.293 2.608
C 1.248 0.614 1.671
*
```

***

*c*
C5H5NO | ωB97M-V/def2-TZVPD

ORCA input file:
```
! RIJCOSX wB97M-V def2-TZVPD def2/J DEFGRID3
* xyz 0 1
H -1.910 -0.753 0.071
H 1.292 -0.237 -1.474
C -0.156 0.576 -0.116
H 0.761 -2.005 0.363
C -0.609 1.784 0.519
H -0.933 -0.958 -1.470
N -0.986 2.786 0.958
C 1.160 0.217 -0.497
C 0.247 -1.035 0.479
C -0.944 -0.661 -0.420
H 2.009 0.730 -0.054
O 0.068 -0.443 1.641
*
```

***

*d*
C5H5NO | ωB97M-V/def2-TZVPD

ORCA input file:
```
! RIJCOSX wB97M-V def2-TZVPD def2/J DEFGRID3
* xyz 0 1
H -1.201 -1.871 0.158
C -1.061 -0.804 0.359
N 2.258 -1.601 0.925
H 0.235 -0.748 -1.348
C 0.899 2.153 -0.359
C 0.374 1.062 -0.347
C 0.249 -0.394 -0.308
O -2.043 0.023 -0.232
H 1.521 3.027 -0.337
H -1.008 -0.668 1.453
C 1.398 -1.059 0.370
H -1.622 0.881 -0.333
*
```

***

The data favor *b*; the next most stable structure lies 16.7 kJ/mol above it.